Formula: C46H120N6O17
Source: OMol25
Level of theory: wB97M-V/def2-TZVPD

Calculated values
Frontier orbital gap: 8.66 eV
ΔE to the lowest compared entry with this formula, charge and spin: 270.8 kJ/mol
LUMO: 0.44 eV
Spin multiplicity: 1
E: -93382.96014 eV

Bonds (Å) are listed after each position.
Atoms and positions in Å:
1 C 0.76810 -3.56363 3.78385  O2 1.416, H10 1.100, H11 1.091, H12 1.090
2 O -0.32867 -3.82798 2.92889  C1 1.416, C3 1.416
3 C -0.12450 -4.91169 2.04024  O2 1.416, C4 1.528, H13 1.094, H14 1.098
4 C -1.33351 -4.99311 1.10897  C3 1.528, N5 1.484, H15 1.096, H16 1.087
5 N -1.26453 -3.92594 0.07955  C4 1.484, C6 1.458, H17 1.016
6 C -2.46570 -3.87521 -0.74531  N5 1.458, C7 1.513, H18 1.097, H19 1.103
7 C -2.88656 -5.17145 -1.40147  C6 1.513, O8 1.399, H20 1.099, H21 1.100
8 O -4.16974 -5.05773 -1.94712  C7 1.399, C9 1.415
9 C -4.57138 -6.20454 -2.67287  O8 1.415, H22 1.092, H23 1.087, H24 1.092
10 H 0.40600 -3.40597 4.81035  C1 1.100
11 H 1.23145 -2.59286 3.60432  C1 1.091
12 H 1.45837 -4.39744 3.90896  C1 1.090
13 H 0.04807 -5.92185 2.42340  C3 1.094
14 H 0.75790 -4.63002 1.45131  C3 1.098
15 H -2.19099 -4.81126 1.76708  C4 1.096
16 H -1.25263 -5.95621 0.61254  C4 1.087
17 H -1.14480 -3.07600 0.62370  N5 1.016
18 H -2.27695 -3.11295 -1.51074  C6 1.097
19 H -3.36581 -3.43894 -0.27980  C6 1.103
20 H -2.94881 -5.98997 -0.67068  C7 1.099
21 H -2.12071 -5.42450 -2.14906  C7 1.100
22 H -3.84605 -6.35112 -3.47645  C9 1.092
23 H -5.54389 -6.00176 -3.11529  C9 1.087
24 H -4.66701 -7.07524 -2.01999  C9 1.092
25 C -6.22590 8.07396 8.15034  O26 1.415, H34 1.087, H35 1.095, H36 1.098
26 O -6.94699 7.29096 7.21831  C25 1.415, C27 1.412
27 C -6.19369 7.03899 6.05044  O26 1.412, C28 1.515, H37 1.097, H38 1.096
28 C -6.85407 5.97207 5.20205  C27 1.515, N29 1.471, H39 1.095, H40 1.089
29 N -8.12488 6.47668 4.65947  C28 1.471, C30 1.485, H41 1.015
30 C -8.87017 5.39208 3.97083  N29 1.485, C31 1.512, H42 1.093, H43 1.101
31 C -8.12669 4.52535 2.97954  C30 1.512, O32 1.410, H44 1.097, H45 1.094
32 O -7.40191 3.47285 3.57569  C31 1.410, C33 1.395
33 C -6.96745 2.50379 2.67146  O32 1.395, H46 1.104, H47 1.099, H48 1.088
34 H -6.66234 8.01934 9.14490  C25 1.087
35 H -6.15236 9.11285 7.81336  C25 1.095
36 H -5.22081 7.63528 8.20198  C25 1.098
37 H -5.19457 6.68423 6.33046  C27 1.097
38 H -6.07586 7.93429 5.43009  C27 1.096
39 H -6.98737 5.06377 5.79853  C28 1.095
40 H -6.18352 5.78545 4.36426  C28 1.089
41 H -8.76302 6.67353 5.42332  N29 1.015
42 H -9.73841 5.87123 3.51056  C30 1.093
43 H -9.34622 4.76025 4.73691  C30 1.101
44 H -7.40822 5.17338 2.46284  C31 1.097
45 H -8.86461 4.14040 2.26998  C31 1.094
46 H -6.14698 2.74511 1.97320  C33 1.104
47 H -7.77465 2.36291 1.93841  C33 1.099
48 H -6.63165 1.56615 3.10902  C33 1.088
49 C -6.98763 -4.28641 -2.52523  O50 1.408, H58 1.095, H59 1.097, H60 1.090
50 O -7.24143 -3.45927 -1.41412  C49 1.408, C51 1.443
51 C -6.78251 -3.97267 -0.14579  O50 1.443, C52 1.532, H61 1.091, H62 1.094
52 C -7.19479 -2.90019 0.86822  C51 1.532, N53 1.450, H63 1.092, H64 1.093
53 N -6.63228 -1.58840 0.61246  C52 1.450, C54 1.480, H65 1.013
54 C -5.24567 -1.43098 1.10514  N53 1.480, C55 1.516, H66 1.098, H67 1.095
55 C -4.70269 -0.13451 0.53846  C54 1.516, O56 1.417, H68 1.098, H69 1.091
56 O -4.76660 -0.07479 -0.87534  C55 1.417, C57 1.410
57 C -3.82473 -0.93389 -1.47794  O56 1.410, H70 1.090, H71 1.091, H72 1.106
58 H -7.50468 -5.24453 -2.40901  C49 1.095
59 H -5.89979 -4.36005 -2.64293  C49 1.097
60 H -7.36561 -3.77495 -3.40999  C49 1.090
61 H -5.71512 -4.15814 -0.27201  C51 1.091
62 H -7.44841 -4.83199 -0.02006  C51 1.094
63 H -7.01591 -3.15974 1.91336  C52 1.092
64 H -8.27905 -2.76445 0.83631  C52 1.093
65 H -6.60390 -1.28868 -0.35433  N53 1.013
66 H -4.62049 -2.32589 0.99017  C54 1.098
67 H -5.31768 -1.31838 2.19238  C54 1.095
68 H -3.74519 0.05687 1.04134  C55 1.098
69 H -5.33426 0.67710 0.90333  C55 1.091
70 H -3.78996 -0.71931 -2.54576  C57 1.090
71 H -3.92297 -1.96659 -1.13953  C57 1.091
72 H -2.79272 -0.63666 -1.21479  C57 1.106
73 C 4.75064 3.06681 -1.48834  O74 1.404, H82 1.097, H83 1.091, H84 1.088
74 O 5.92579 2.63523 -2.12472  C73 1.404, C75 1.409
75 C 6.10135 3.12319 -3.43476  O74 1.409, C76 1.538, H85 1.095, H86 1.090
76 C 6.44368 4.62227 -3.47911  C75 1.538, N77 1.454, H87 1.096, H88 1.091
77 N 7.75038 4.89657 -2.90454  C76 1.454, C78 1.458, H89 1.007
78 C 7.94027 6.25911 -2.42200  N77 1.458, C79 1.530, H90 1.097, H91 1.098
79 C 8.08831 7.32577 -3.50948  C78 1.530, O80 1.413, H92 1.096, H93 1.100
80 O 6.83408 7.53715 -4.12511  C79 1.413, C81 1.427
81 C 6.90824 8.56573 -5.11110  O80 1.427, H94 1.090, H95 1.091, H96 1.096
82 H 3.81786 2.64429 -1.88197  C73 1.097
83 H 4.66434 4.15373 -1.53507  C73 1.091
84 H 4.75396 2.75674 -0.44594  C73 1.088
85 H 5.15930 2.93999 -3.96123  C75 1.095
86 H 6.89585 2.56539 -3.93013  C75 1.090
87 H 5.65389 5.15385 -2.93641  C76 1.096
88 H 6.34327 4.97251 -4.50722  C76 1.091
89 H 8.06908 4.25736 -2.19408  N77 1.007
90 H 8.92337 6.13930 -1.94949  C78 1.097
91 H 7.29944 6.67209 -1.63200  C78 1.098
92 H 8.86667 7.05916 -4.23430  C79 1.096
93 H 8.47925 8.23260 -3.02495  C79 1.100
94 H 6.24125 8.22551 -5.90351  C81 1.090
95 H 7.88047 8.85950 -5.50882  C81 1.091
96 H 6.49020 9.48189 -4.67851  C81 1.096
97 C 6.27191 1.40349 -6.83937  O98 1.414, H106 1.092, H107 1.090, H108 1.091
98 O 5.10605 1.54237 -6.05160  C97 1.414, C99 1.431
99 C 3.80430 1.54672 -6.64502  O98 1.431, C100 1.519, H109 1.090, H110 1.099
100 C 2.83381 1.35913 -5.49119  C99 1.519, N101 1.484, H111 1.093, H112 1.095
101 N 1.83596 0.32774 -5.86750  C100 1.484, C102 1.461, H113 1.015
102 C 0.62987 0.39146 -5.04456  N101 1.461, C103 1.539, H114 1.096, H115 1.087
103 C 0.86572 0.05248 -3.56233  C102 1.539, O104 1.410, H116 1.098, H117 1.099
104 O -0.36593 -0.22743 -2.93652  C103 1.410, C105 1.418
105 C -0.27723 -0.59767 -1.57101  O104 1.418, H118 1.090, H119 1.091, H120 1.099
106 H 6.24483 0.48148 -7.42326  C97 1.092
107 H 7.09029 1.28933 -6.12854  C97 1.090
108 H 6.48519 2.28528 -7.44570  C97 1.091
109 H 3.73827 0.87294 -7.49986  C99 1.090
110 H 3.66828 2.57474 -7.00793  C99 1.099
111 H 2.34874 2.31410 -5.27115  C100 1.093
112 H 3.32803 1.17778 -4.53133  C100 1.095
113 H 2.29804 -0.57073 -5.77391  N101 1.015
114 H 0.08257 -0.47202 -5.43850  C102 1.096
115 H 0.05809 1.30185 -5.20814  C102 1.087
116 H 1.27342 0.86520 -2.94670  C103 1.098
117 H 1.61031 -0.75374 -3.62669  C103 1.099
118 H 0.76071 -0.57072 -1.23967  C105 1.090
119 H -0.83779 -1.48753 -1.28024  C105 1.091
120 H -0.81611 0.17507 -1.00466  C105 1.099
121 C 4.06231 -0.04061 -0.66694  O122 1.410, H130 1.090, H131 1.098, H132 1.092
122 O 2.69080 0.28615 -0.66651  C121 1.410, C123 1.406
123 C 1.99338 -0.19784 0.45380  O122 1.406, C124 1.528, H133 1.100, H134 1.096
124 C 0.76011 0.67553 0.67955  C123 1.528, N125 1.476, H135 1.092, H136 1.096
125 N -0.48840 -0.08124 0.89565  C124 1.476, C126 1.447, H137 1.010
126 C -0.59208 -0.70122 2.19844  N125 1.447, C127 1.558, H138 1.082, H139 1.096
127 C -1.03116 0.26314 3.34072  C126 1.558, O128 1.400, H140 1.102, H141 1.097
128 O -2.32941 0.73074 3.10496  C127 1.400, C129 1.422
129 C -2.99400 1.33671 4.20651  O128 1.422, H142 1.094, H143 1.088, H144 1.092
130 H 4.21873 -1.10115 -0.46978  C121 1.090
131 H 4.58656 0.61691 0.03966  C121 1.098
132 H 4.52357 0.29108 -1.59943  C121 1.092
133 H 2.57170 -0.17464 1.38887  C123 1.100
134 H 1.78624 -1.27055 0.36321  C123 1.096
135 H 0.57437 1.26243 -0.22216  C124 1.092
136 H 0.82595 1.36419 1.52966  C124 1.096
137 H -1.26133 0.53919 0.69924  N125 1.010
138 H 0.25291 -1.26843 2.56562  C126 1.082
139 H -1.49878 -1.31223 2.12390  C126 1.096
140 H -0.29544 1.08362 3.31799  C127 1.102
141 H -0.91536 -0.13561 4.35647  C127 1.097
142 H -2.86458 0.65128 5.04906  C129 1.094
143 H -4.04117 1.40328 3.91946  C129 1.088
144 H -2.60479 2.33646 4.40871  C129 1.092
145 C 5.59471 -3.43681 0.69233  C146 1.539, H148 1.086, H149 1.091, H150 1.090
146 C 6.80889 -3.35778 1.63471  C145 1.539, O147 1.428, H151 1.095, H152 1.094
147 O 6.39207 -3.52621 2.99036  C146 1.428, H153 0.963
148 H 5.09787 -4.40272 0.71631  C145 1.086
149 H 5.94002 -3.22737 -0.32116  C145 1.091
150 H 4.93684 -2.60998 0.96203  C145 1.090
151 H 7.25378 -2.35873 1.57532  C146 1.095
152 H 7.52686 -4.11138 1.29750  C146 1.094
153 H 7.20725 -3.49208 3.50244  O147 0.963
154 C 3.22530 -0.17081 4.82044  C155 1.540, H157 1.088, H158 1.089, H159 1.093
155 C 3.83759 -1.57508 4.66710  C154 1.540, O156 1.403, H160 1.096, H161 1.098
156 O 4.04238 -1.90357 3.31876  C155 1.403, H162 0.969
157 H 4.00600 0.56197 4.62966  C154 1.088
158 H 2.77662 -0.13956 5.81260  C154 1.089
159 H 2.43895 0.03809 4.09089  C154 1.093
160 H 3.29531 -2.37271 5.18814  C155 1.096
161 H 4.79451 -1.49757 5.20059  C155 1.098
162 H 4.78750 -2.51023 3.19101  O156 0.969
163 C 2.26789 -3.41837 -1.86699  C164 1.523, H166 1.089, H167 1.095, H168 1.093
164 C 1.29722 -4.38939 -2.52697  C163 1.523, O165 1.415, H169 1.094, H170 1.099
165 O 0.70752 -5.24838 -1.57029  C164 1.415, H171 0.978
166 H 2.02300 -3.04113 -0.87516  C163 1.089
167 H 2.40937 -2.59782 -2.57864  C163 1.095
168 H 3.24080 -3.90086 -1.74017  C163 1.093
169 H 1.86168 -4.96406 -3.26706  C164 1.094
170 H 0.54298 -3.89552 -3.15583  C164 1.099
171 H 0.23303 -4.67449 -0.93557  O165 0.978
172 C -3.83528 -2.64175 4.19559  C173 1.562, H175 1.090, H176 1.089, H177 1.089
173 C -3.22287 -3.74371 5.11782  C172 1.562, O174 1.421, H178 1.089, H179 1.088
174 O -2.72132 -4.80632 4.31942  C173 1.421, H180 0.964
175 H -4.83077 -2.38152 4.55435  C172 1.090
176 H -3.90379 -3.11029 3.21533  C172 1.089
177 H -3.23402 -1.73340 4.17674  C172 1.089
178 H -4.07158 -4.17972 5.64282  C173 1.089
179 H -2.51596 -3.27068 5.79678  C173 1.088
180 H -1.75997 -4.73289 4.32304  O174 0.964
181 C 5.69082 -0.75687 -3.93780  C182 1.530, H184 1.097, H185 1.091, H186 1.084
182 C 6.14979 -1.66447 -5.08144  C181 1.530, O183 1.445, H187 1.095, H188 1.089
183 O 5.38174 -2.88482 -4.98951  C182 1.445, H189 0.966
184 H 6.37542 0.09935 -3.89848  C181 1.097
185 H 5.88684 -1.21968 -2.96976  C181 1.091
186 H 4.69433 -0.35850 -4.08727  C181 1.084
187 H 7.17518 -1.99479 -4.88256  C182 1.095
188 H 5.96297 -1.12092 -6.00611  C182 1.089
189 H 5.41287 -3.22178 -5.89442  O183 0.966